Record 1
BBrF4S3SbV | ωB97M-V/def2-TZVPD

Results
E, Ha: -5377.55631
Gap between HOMO and LUMO (spin up / spin down), eV: 7.22 / 5.74
Expectation value of S²: 3.77
Largest force on an atom, eV Å⁻¹: 2.5

```
! wB97M-V def2-TZVPD RIJCOSX def2/J DEFGRID3
* xyz -1 4
V 0.1834 0.8002 0.2212
S 2.2053 3.5916 0.2208
Sb 1.2464 2.7341 2.2129
S 1.5674 0.1303 1.7835
S -1.0857 2.3273 1.1075
Br 0.9960 1.0194 -1.9342
F -1.6103 -3.1216 0.0617
B -1.0064 -2.3655 -0.8986
F -1.8209 -1.9763 -1.8531
F 0.3132 -2.5175 -1.1202
F -0.9885 -0.6220 0.1986
*
```

Record 2
C3H7NO | ωB97M-V/def2-TZVPD

Results
E, Ha: -248.46316
Gap between HOMO and LUMO, eV: 8.72
ΔE to the lowest compared entry with this formula, charge and spin, eV: 1.724
Structure (SMILES): C=C(O)NC
Largest force on an atom, eV Å⁻¹: 1.1

```
! wB97M-V def2-TZVPD RIJCOSX def2/J DEFGRID3
* xyz 0 1
C 1.7048 0.4928 0.9423
C 0.6761 -0.0208 0.2291
O 0.9484 -0.4512 -1.0344
N -0.6056 -0.1883 0.6462
C -1.7837 -0.2482 -0.1950
H 2.6879 0.0489 0.8111
H 1.5597 1.0803 1.8288
H 1.8012 -0.0298 -1.1151
H -0.7488 0.0534 1.6140
H -1.5045 -0.4776 -1.2279
H -2.3292 0.7025 -0.1802
H -2.4384 -1.0484 0.1671
*
```

Record 3
C3H3N5O6 | ωB97M-V/def2-TZVPD

Results
E, Ha: -841.06131
Gap between HOMO and LUMO, eV: 8.74
ΔE to the lowest compared entry with this formula, charge and spin, eV: 0.000
Largest force on an atom, eV Å⁻¹: 4.3

```
! wB97M-V def2-TZVPD RIJCOSX def2/J DEFGRID3
* xyz 0 1
C 1.9469 0.0459 -0.4114
C -3.3678 -1.9973 1.4398
C -1.1566 1.1261 0.1862
N 0.8744 -0.0668 0.2970
N -0.2628 0.3529 -0.3601
N 2.0658 0.4418 -1.5952
N 3.1535 -0.2975 0.3383
N -2.3272 1.5173 -0.5216
O -4.3679 -2.0425 1.9495
O -2.3558 -1.8043 0.9647
O 3.1134 -0.5128 1.5162
O 4.2014 -0.3718 -0.3062
O -2.1991 2.6141 -1.0374
O -3.2640 0.7604 -0.5725
H 0.8931 -0.2360 1.3214
H -0.0150 0.1842 -1.3607
H 3.0677 0.2862 -1.8481
*
```

Record 4
C19H21N4O4 | ωB97M-V/def2-TZVPD

Results
E, Ha: -1256.26537
Gap between HOMO and LUMO, eV: 8.50
ΔE to the lowest compared entry with this formula, charge and spin, eV: 0.086
Structure (SMILES): COc1ccc(OC)c(C[NH2+]c2ncc(-c3cccc([N+](=O)[O-])c3)n2C)c1
Largest force on an atom, eV Å⁻¹: 1.2

```
! wB97M-V def2-TZVPD RIJCOSX def2/J DEFGRID3
* xyz 1 1
C -3.5725 -3.0035 -6.0689
O -2.8861 -2.0021 -5.3451
C -2.8559 -2.0696 -4.0024
C -3.4267 -3.0747 -3.2270
C -3.3230 -3.0415 -1.8459
C -2.6612 -2.0059 -1.2104
O -2.4947 -1.9084 0.1651
C -3.1700 -2.8336 0.9999
C -2.0880 -0.9795 -1.9780
C -1.4204 0.1872 -1.3056
N -0.4816 -0.2917 -0.2392
C -0.0197 0.7760 0.6111
N -0.7579 1.8024 0.9262
C 0.0162 2.5691 1.7276
C 1.2550 1.9905 1.8907
C 2.4087 2.4842 2.6281
C 2.2259 3.1116 3.8638
C 3.3046 3.6166 4.5678
C 4.5881 3.5048 4.0589
C 4.7646 2.8890 2.8286
N 6.0958 2.7519 2.2697
O 7.0023 3.3034 2.8427
O 6.1995 2.0794 1.2660
C 3.6933 2.3874 2.1054
N 1.2214 0.8190 1.1623
C 2.2315 -0.2045 1.0808
C -2.1828 -1.0283 -3.3544
H -4.6325 -3.0311 -5.8027
H -3.1251 -3.9885 -5.9099
H -3.4710 -2.7264 -7.1161
H -3.9574 -3.8936 -3.6828
H -3.7738 -3.8375 -1.2770
H -4.2450 -2.8137 0.8152
H -2.7864 -3.8472 0.8599
H -2.9745 -2.5067 2.0196
H -0.8758 0.7984 -2.0257
H -2.1539 0.8203 -0.7974
H -1.0850 -0.9861 0.2797
H 0.3098 -0.7902 -0.6597
H -0.3498 3.4960 2.1158
H 1.2296 3.1924 4.2697
H 3.1458 4.0972 5.5199
H 5.4464 3.8845 4.5910
H 3.8870 1.9656 1.1312
H 1.7808 -1.1928 1.1887
H 2.9447 -0.0692 1.8919
H 2.7750 -0.1528 0.1340
H -1.7551 -0.2479 -3.9626
*
```

Record 5
C26H25N3O6 | ωB97M-V/def2-TZVPD

Results
E, Ha: -1621.57420
Gap between HOMO and LUMO, eV: 8.22
ΔE to the lowest compared entry with this formula, charge and spin, eV: 0.081
Structure (SMILES): CCOC(=O)Cn1c(=O)n(Cc2ccco2)c(=O)c2ccc(C(=O)NCCc3ccccc3)cc21
Largest force on an atom, eV Å⁻¹: 0.9

```
! wB97M-V def2-TZVPD RIJCOSX def2/J DEFGRID3
* xyz 0 1
C 5.1927 2.5068 -2.4387
C 4.7991 1.0942 -2.8416
O 4.4817 0.3095 -1.6852
C 3.2633 0.4374 -1.1927
O 2.3629 1.0617 -1.6871
C 3.0984 -0.3669 0.1034
N 2.1838 0.3665 0.9567
C 2.6034 1.6633 1.1777
O 3.7051 2.0260 0.8286
N 1.7273 2.5143 1.8142
C 2.1700 3.8967 1.9398
C 2.4006 4.5044 0.5940
C 1.7958 4.2937 -0.6098
C 2.4612 5.1372 -1.5337
C 3.4125 5.7953 -0.8205
O 3.3842 5.4160 0.4693
C 0.4509 2.1851 2.2400
O -0.2703 3.0046 2.7673
C 0.0752 0.7902 2.0046
C -1.1759 0.3539 2.4415
C -1.5896 -0.9401 2.2264
C -0.7349 -1.8250 1.5662
C -1.0826 -3.2562 1.2862
O -0.2256 -4.1073 1.1443
N -2.4062 -3.5167 1.2088
C -2.9187 -4.7977 0.7865
C -3.4419 -4.7423 -0.6592
C -4.5345 -3.7179 -0.7770
C -4.2348 -2.4005 -1.1056
C -5.2309 -1.4405 -1.1528
C -6.5414 -1.7866 -0.8716
C -6.8504 -3.0964 -0.5450
C -5.8528 -4.0536 -0.4946
C 0.5182 -1.4063 1.1490
C 0.9454 -0.0933 1.3477
H 5.4568 3.0807 -3.3223
H 6.0402 2.4794 -1.7593
H 4.3619 2.9926 -1.9330
H 3.9291 1.1125 -3.5059
H 5.6268 0.5686 -3.3216
H 4.0734 -0.4675 0.5858
H 2.6998 -1.3496 -0.1365
H 1.3822 4.4217 2.4900
H 3.1045 3.9336 2.5068
H 0.9956 3.6150 -0.8224
H 2.2541 5.2313 -2.5798
H 4.1434 6.5278 -1.0992
H -1.8022 1.0692 2.9526
H -2.5502 -1.2639 2.5959
H -3.0606 -2.7498 1.1837
H -3.7262 -5.0959 1.4623
H -2.0964 -5.5116 0.8640
H -2.6130 -4.4879 -1.3217
H -3.8149 -5.7304 -0.9309
H -3.2143 -2.1260 -1.3362
H -4.9824 -0.4215 -1.4107
H -7.3196 -1.0392 -0.9105
H -7.8720 -3.3727 -0.3291
H -6.0984 -5.0746 -0.2389
H 1.1412 -2.1515 0.6804
*
```

Record 6
C22H27Cl2N5O5S | ωB97M-V/def2-TZVPD

Results
E, Ha: -2822.98682
Gap between HOMO and LUMO, eV: 8.09
ΔE to the lowest compared entry with this formula, charge and spin, eV: 0.000
Structure (SMILES): O=[N+]([O-])c1ccc(N2CCN(S(=O)(=O)c3ccc(Cl)c(Cl)c3)CC2)cc1NCCN1CCOCC1
Largest force on an atom, eV Å⁻¹: 1.3

```
! wB97M-V def2-TZVPD RIJCOSX def2/J DEFGRID3
* xyz 0 1
O -5.0668 -1.0846 -0.0059
N -4.4237 -1.7606 -0.8148
O -4.8497 -2.0024 -1.9338
C -3.1560 -2.2474 -0.4631
C -2.5136 -3.0867 -1.3858
C -1.2413 -3.5357 -1.1906
C -0.5175 -3.1504 -0.0382
N 0.7580 -3.6384 0.1620
C 1.6861 -3.7271 -0.9469
C 2.4251 -2.3904 -1.1101
N 3.0911 -2.0626 0.1282
S 4.2609 -0.8805 0.0403
O 4.8258 -0.7524 1.3468
O 5.0990 -1.1972 -1.0727
C 3.3340 0.6135 -0.3446
C 3.1486 0.9792 -1.6646
C 2.3868 2.0961 -1.9606
C 1.8069 2.8335 -0.9355
Cl 0.8746 4.2258 -1.3114
C 1.9946 2.4493 0.3946
Cl 1.2825 3.3526 1.6689
C 2.7652 1.3330 0.6878
C 2.2094 -2.0021 1.2703
C 1.4830 -3.3484 1.3799
C -1.1634 -2.3465 0.8928
C -2.4778 -1.8870 0.7327
N -3.0893 -1.1569 1.6928
C -2.3997 -0.3157 2.6374
C -1.6610 0.8321 1.9168
N -2.4732 1.3184 0.8212
C -3.5728 2.1712 1.2419
C -4.4637 2.4516 0.0314
O -3.7365 3.0781 -1.0012
C -2.6532 2.2751 -1.3947
C -1.7175 1.9900 -0.2181
H -3.0663 -3.3725 -2.2678
H -0.8077 -4.2096 -1.9097
H 1.1710 -3.9686 -1.8731
H 2.4105 -4.5152 -0.7267
H 3.1953 -2.4584 -1.8779
H 1.6974 -1.6094 -1.3882
H 3.6246 0.4004 -2.4394
H 2.2396 2.4082 -2.9823
H 2.9511 1.0390 1.7084
H 2.8305 -1.8116 2.1451
H 1.4748 -1.1888 1.1552
H 0.8124 -3.3702 2.2373
H 2.2312 -4.1353 1.5099
H -0.6521 -2.0483 1.7904
H -3.9977 -0.8036 1.3941
H -3.1529 0.0844 3.3175
H -1.6904 -0.8944 3.2349
H -1.3976 1.6194 2.6424
H -0.7334 0.4442 1.4866
H -4.1610 1.6625 2.0059
H -3.2002 3.1259 1.6549
H -5.2712 3.1355 0.2958
H -4.8887 1.5027 -0.3253
H -2.1286 2.8243 -2.1787
H -3.0204 1.3197 -1.7995
H -0.9027 1.3393 -0.5494
H -1.2917 2.9418 0.1422
*
```

Record 7
C5H11NO | ωB97M-V/def2-TZVPD

Results
E, Ha: -326.94029
Gap between HOMO and LUMO (spin up / spin down), eV: 8.52 / 8.52
ΔE to the lowest compared entry with this formula, charge and spin, eV: 5.199
Largest force on an atom, eV Å⁻¹: 1.1

```
! wB97M-V def2-TZVPD RIJCOSX def2/J DEFGRID3
* xyz 0 1
C -0.7425 -1.7903 -1.0509
C 0.2315 -2.2357 -0.1914
C 1.5131 -0.3406 0.2067
N 0.8684 0.7832 -0.0534
C -0.1792 1.1453 0.8725
O -0.5469 0.4004 1.7499
C -0.7253 2.5462 0.7112
H -0.7394 -2.0977 -2.0924
H -1.6943 -1.4551 -0.6560
H -0.5287 0.1492 -1.5694
H 0.0142 -2.3063 0.8707
H 0.9950 -2.9282 -0.5510
H 1.5161 -0.7164 1.2189
H 2.3280 -0.5886 -0.4690
H 0.2767 0.7310 -1.1305
H -1.8183 2.5372 0.6638
H -0.3193 3.0775 -0.1518
H -0.4491 3.0890 1.6219
*
```

Record 8
C39H101N3O13 | ωB97M-V/def2-TZVPD

Results
E, Ha: -2688.66143
Gap between HOMO and LUMO, eV: 8.95
ΔE to the lowest compared entry with this formula, charge and spin, eV: 1.002
Structure (SMILES): COCCNCCOC.COCCNCCOC.COCCNCCOC.CC(C)O.CC(C)O.CC(C)O.CC(C)O.CC(C)O.CC(C)O.CC(C)O
Largest force on an atom, eV Å⁻¹: 3.4

```
! wB97M-V def2-TZVPD RIJCOSX def2/J DEFGRID3
* xyz 0 1
C -6.4875 4.9478 -6.2768
O -6.1851 3.7674 -5.5697
C -4.8092 3.4221 -5.7991
C -4.1654 3.3219 -4.4050
N -4.8850 2.3347 -3.6065
C -4.6103 2.4656 -2.1983
C -5.1295 1.3235 -1.3143
O -4.6426 1.5462 0.0090
C -4.9747 0.4352 0.8213
H -6.4076 4.7389 -7.3684
H -5.8595 5.8468 -6.0721
H -7.5418 5.1586 -5.9101
H -4.2890 4.1234 -6.4677
H -4.7216 2.4218 -6.2707
H -4.3005 4.2574 -3.9017
H -3.1312 3.0162 -4.6181
H -5.8953 2.5933 -3.7253
H -5.0334 3.4302 -1.7650
H -3.5214 2.4813 -2.0798
H -4.7006 0.3641 -1.6991
H -6.2155 1.2288 -1.4057
H -4.4641 -0.4433 0.4298
H -6.0812 0.1785 0.7063
H -4.7114 0.6545 1.8280
C 1.4855 -2.5219 -4.5399
O 1.0073 -2.9143 -3.2187
C 1.9027 -3.8947 -2.6489
C 3.2970 -3.3069 -2.4113
N 4.0541 -4.3271 -1.6859
C 5.4253 -3.9710 -1.3529
C 6.0337 -4.9388 -0.3875
O 5.4200 -4.9104 0.9036
C 5.8570 -6.0223 1.7442
H 0.8466 -1.7128 -4.8622
H 1.4264 -3.3848 -5.2613
H 2.5555 -2.2140 -4.4633
H 2.0224 -4.7485 -3.3394
H 1.5322 -4.1829 -1.6581
H 3.2803 -2.4487 -1.7469
H 3.7146 -3.0974 -3.3515
H 4.0034 -5.2032 -2.2302
H 5.4420 -2.9627 -0.9125
H 6.1121 -4.0428 -2.2767
H 7.0963 -4.6659 -0.3513
H 5.9615 -5.8916 -0.8489
H 6.3820 -5.6702 2.6285
H 6.5077 -6.6766 1.1363
H 4.9603 -6.5596 2.0349
C 0.6039 -3.0869 1.7923
O 1.7232 -2.3378 2.2532
C 2.8924 -2.7068 1.5280
C 4.0334 -2.1110 2.4071
N 5.4150 -2.2045 1.8472
C 6.4379 -1.7192 2.8045
C 6.7781 -2.6844 3.9265
O 5.7750 -2.9795 4.7851
C 5.3656 -1.9955 5.6463
H -0.2166 -2.7889 2.3882
H 0.8628 -4.1811 1.7062
H 0.3757 -2.7253 0.8689
H 2.7399 -2.3788 0.4782
H 3.0456 -3.7924 1.5588
H 3.9067 -2.5984 3.3826
H 3.8735 -1.0215 2.5136
H 5.5967 -3.1642 1.6553
H 6.0789 -0.7734 3.1384
H 7.3973 -1.5951 2.2558
H 7.5824 -2.1960 4.4694
H 7.0787 -3.5970 3.4254
H 5.0328 -1.0616 5.1719
H 6.2453 -1.7787 6.2919
H 4.4790 -2.3812 6.2041
C -2.2436 -0.1023 -3.6744
C -2.7941 -0.1746 -5.0943
C -2.4127 -1.4371 -5.7894
O -4.2341 -0.0420 -5.1111
H -1.1920 -0.0053 -3.8424
H -2.3936 -0.9963 -3.0475
H -2.5592 0.8056 -3.2263
H -2.4155 0.6729 -5.5634
H -2.7820 -1.3794 -6.8315
H -2.8259 -2.3479 -5.2522
H -1.3493 -1.5308 -5.7414
H -4.4592 0.7074 -4.5488
C -1.3102 5.5345 3.1733
C -2.1147 4.3739 3.5813
C -3.2469 4.0488 2.6007
O -1.1763 3.2887 3.6087
H -1.8969 6.4572 3.3316
H -1.0261 5.4340 2.1189
H -0.4708 5.7313 3.8190
H -2.4689 4.5591 4.6493
H -2.7893 3.9308 1.6159
H -3.8350 4.9956 2.5495
H -3.9049 3.2199 2.8734
H -1.3797 2.6925 4.4314
C -2.0259 5.6236 -2.7669
C -0.8442 4.7557 -2.4901
C -0.3722 4.8134 -1.0312
O -1.1866 3.3803 -2.8055
H -1.7326 6.6419 -2.5451
H -2.7549 5.2500 -2.0939
H -2.4073 5.5744 -3.8377
H -0.0497 5.1640 -3.1446
H -1.3460 4.7692 -0.4366
H 0.1284 5.7119 -0.6717
H 0.2055 3.9760 -0.7839
H -1.3292 2.8867 -1.9374
C 2.7430 2.7632 2.1670
C 2.6990 3.5653 3.4307
C 2.4191 5.0346 3.1806
O 1.6907 3.0305 4.3083
H 3.5945 3.0357 1.5312
H 1.8346 2.8082 1.5870
H 2.9760 1.7427 2.5067
H 3.5814 3.4042 3.9977
H 2.2840 5.6715 4.0913
H 1.5787 5.0795 2.4552
H 3.3872 5.3747 2.7745
H 0.8784 3.4065 4.0495
C -0.7144 -0.8243 4.9235
C -0.1333 0.1171 6.0275
C 1.2442 -0.4022 6.4020
O 0.0007 1.5403 5.6172
H -0.7355 -1.8448 5.3531
H -0.1162 -0.9242 4.0381
H -1.7587 -0.5583 4.6021
H -0.8123 0.1092 6.8415
H 1.8758 -0.0222 5.5677
H 1.3636 -1.5024 6.4534
H 1.5890 0.0432 7.3380
H 0.8579 1.6777 5.0714
C 0.3591 0.9332 -0.6770
C -1.0536 0.4606 -0.2375
C -1.0632 0.1389 1.2331
O -1.9382 1.5225 -0.5304
H 0.2378 1.1266 -1.7795
H 1.1071 0.2024 -0.5618
H 0.6301 1.8206 -0.0983
H -1.2886 -0.4714 -0.8579
H -0.3300 -0.5806 1.5079
H -2.0658 -0.1964 1.3937
H -0.9331 1.0292 1.8423
H -2.8557 1.3006 -0.2795
C -3.4970 -4.6675 -1.9805
C -2.1148 -4.8273 -1.3721
C -1.9644 -6.1402 -0.5898
O -1.1661 -4.9980 -2.4996
H -4.2030 -4.6400 -1.1924
H -3.6983 -5.5507 -2.6387
H -3.5505 -3.8347 -2.6922
H -1.7492 -3.9523 -0.7804
H -2.1213 -6.9638 -1.3099
H -2.6006 -6.1485 0.2601
H -0.9627 -6.1487 -0.2649
H -1.1758 -4.2106 -3.0352
*
```

Record 9
C19H17F5N2O5S | ωB97M-V/def2-TZVPD

Results
E, Ha: -2117.38494
Gap between HOMO and LUMO, eV: 8.35
ΔE to the lowest compared entry with this formula, charge and spin, eV: 0.000
Largest force on an atom, eV Å⁻¹: 1.0

```
! wB97M-V def2-TZVPD RIJCOSX def2/J DEFGRID3
* xyz 0 1
C 4.7569 0.7138 1.8817
C 3.4169 1.4613 1.8125
O 3.4692 2.6466 1.0473
C 3.5405 2.3945 -0.3428
C 2.2235 1.8922 -0.9226
O 2.4949 0.7226 -1.6617
C 1.3740 0.2059 -2.3327
C 0.1510 -0.0110 -1.4649
C -0.9444 0.8423 -1.6324
O -0.8816 1.8537 -2.5713
C -2.1072 0.7653 -0.8456
C -3.1832 1.8036 -1.1219
N -4.1803 1.3684 -2.1217
C -2.2075 -0.2420 0.1342
C -3.4697 -0.4008 0.9686
F -4.5567 0.0383 0.3100
F -3.7186 -1.7034 1.2005
C -3.4169 0.3729 2.3510
F -4.2205 1.4341 2.2921
F -2.1882 0.8189 2.6056
F -3.8136 -0.3910 3.3472
C -1.1121 -1.1132 0.3099
C 0.0330 -1.0108 -0.4861
C 1.1150 -2.0363 -0.2831
O 2.2777 -1.8188 -0.4567
C 0.6503 -3.3635 0.1596
C -0.4115 -3.4303 0.9522
N -0.8852 -4.6409 1.5314
C -1.1495 -5.5703 0.8038
S -1.4584 -6.7869 -0.1026
C -1.0688 -2.1676 1.3729
O -1.4499 -2.0146 2.4925
H 5.5538 1.2549 1.3863
H 5.0492 0.5730 2.9169
H 4.6516 -0.2794 1.4586
H 3.1252 1.7667 2.8111
H 2.6435 0.7797 1.4563
H 4.3040 1.6445 -0.5495
H 3.8316 3.3262 -0.8119
H 1.5460 1.7029 -0.0868
H 1.7482 2.6512 -1.5472
H 1.1340 0.8744 -3.1538
H 1.6643 -0.7455 -2.7727
H -0.9742 1.4760 -3.4504
H -3.7007 2.0547 -0.2069
H -2.7204 2.6946 -1.5129
H -3.7649 1.4298 -3.0447
H -4.3981 0.3897 -1.9922
H 1.2273 -4.2261 -0.1273
*
```